[1]
{"formula": "C18H11BrF6I2N4O5S2Ti", "method": "ωB97M-V/def2-TZVPD", "symbols": ["Ti", "I", "C", "I", "H", "H", "Br", "C", "C", "C", "C", "C", "C", "N", "N", "C", "C", "C", "C", "O", "C", "N", "C", "C", "C", "C", "H", "H", "H", "H", "H", "H", "H", "H", "H", "F", "C", "F", "F", "S", "O", "O", "N", "S", "O", "O", "C", "F", "F", "F"], "coordinates": [[-1.54248, 0.97732, 1.32844], [1.83665, 1.61698, 4.08963], [0.05819, 2.27881, 4.99970], [-1.73773, 1.41387, 4.22476], [-0.03905, 3.34828, 4.86772], [0.06744, 2.00155, 6.04632], [0.09253, -2.74460, -4.53044], [1.59380, -2.01398, -3.64850], [2.49527, -2.85920, -3.02056], [3.58616, -2.31636, -2.35994], [3.73578, -0.93946, -2.29205], [2.86133, -0.09954, -2.97026], [1.78660, -0.63987, -3.65659], [4.87490, -0.44151, -1.56023], [4.73319, 0.40719, -0.67412], [3.42507, 0.87162, -0.29916], [3.12212, 2.19496, -0.46299], [1.85471, 2.71665, -0.11718], [0.92047, 1.88383, 0.42316], [-0.33141, 2.24061, 0.80798], [1.23677, 0.52460, 0.64841], [0.24084, -0.21945, 1.22109], [0.48917, -1.47929, 1.52449], [1.73486, -2.07507, 1.28609], [2.72873, -1.34648, 0.68569], [2.49066, -0.00225, 0.32617], [2.35529, -3.93030, -3.06111], [4.32228, -2.95633, -1.88965], [3.02507, 0.96927, -2.97341], [1.10317, 0.00184, -4.19492], [3.86974, 2.84803, -0.89458], [1.62730, 3.76308, -0.26704], [-0.31761, -2.04365, 1.97676], [1.89255, -3.10290, 1.57800], [3.69864, -1.78974, 0.50232], [-4.83557, 1.38973, -2.44695], [-4.61956, 2.20801, -1.44070], [-5.74581, 2.69203, -0.97089], [-3.80110, 3.17921, -1.79241], [-3.77158, 1.25611, -0.09196], [-3.39079, 2.15918, 1.00981], [-2.51147, 0.69487, -0.61934], [-4.83581, 0.20169, 0.30464], [-4.41422, -0.74359, 1.51529], [-5.32197, -0.74011, 2.59819], [-2.97979, -0.52587, 1.85091], [-4.42017, -2.41972, 0.73549], [-3.53410, -2.43587, -0.25001], [-5.62583, -2.67281, 0.27273], [-4.08324, -3.30139, 1.66123]], "e_homo_ha": [-0.40611, -0.40616], "orbital_gap_ev": [7.01, 7.05], "charge": 1, "lumo_ha": [-0.149, -0.147], "spin_multiplicity": 2}


[2]
{"formula": "C21H24N4O3", "method": "ωB97M-V/def2-TZVPD", "symbols": ["C", "C", "N", "C", "N", "C", "C", "H", "C", "H", "H", "H", "C", "H", "H", "C", "N", "C", "O", "C", "N", "O", "C", "C", "H", "C", "O", "C", "C", "C", "C", "C", "C", "C", "H", "H", "H", "H", "H", "H", "C", "H", "H", "H", "H", "H", "H", "H", "H", "H", "H", "H"], "coordinates": [[1.47322, 2.93662, -2.56513], [2.02486, 1.72263, -1.89393], [2.84808, 0.95986, -2.60606], [3.30061, -0.15265, -2.04407], [3.01869, -0.55896, -0.81781], [2.20280, 0.19344, -0.08454], [1.66558, 1.36775, -0.59876], [0.98249, 1.96792, -0.01890], [1.87848, -0.28540, 1.29101], [2.15666, -1.33092, 1.38717], [0.81757, -0.15330, 1.49354], [2.43922, 0.29451, 2.02350], [4.12703, -1.07905, -2.89077], [4.40726, -1.92370, -2.26331], [5.02582, -0.56544, -3.23087], [3.30821, -1.56692, -4.11553], [1.88785, -1.39747, -3.89791], [1.25198, -2.12989, -2.94944], [1.58306, -3.24010, -2.59320], [0.10186, -1.41059, -2.33804], [-0.30968, -0.23549, -2.75357], [-1.24300, 0.19795, -1.88376], [-1.40515, -0.71544, -0.91181], [-0.57413, -1.77310, -1.14647], [-0.43607, -2.66746, -0.57904], [-2.32492, -0.40010, 0.21574], [-1.52660, 0.10027, 1.27788], [-2.22861, 0.28963, 2.46741], [-2.81167, 1.53033, 2.72715], [-3.48137, 1.70831, 3.93015], [-3.56858, 0.68039, 4.85018], [-2.97392, -0.53873, 4.58368], [-2.29571, -0.75404, 3.39163], [-1.65010, -2.07763, 3.10939], [-2.39601, -2.79966, 2.77441], [-0.89198, -1.97798, 2.33684], [-1.18680, -2.47133, 4.01120], [-3.03083, -1.33895, 5.30696], [-4.09414, 0.83244, 5.78102], [-3.93551, 2.66527, 4.14182], [-2.71724, 2.64875, 1.73286], [-1.90191, 2.47244, 1.03583], [-2.55019, 3.59519, 2.24242], [-3.64618, 2.73280, 1.16732], [-2.85419, -1.30903, 0.53039], [-3.05754, 0.35302, -0.10406], [1.54139, -0.45498, -4.02223], [3.57257, -1.00141, -5.00862], [3.50098, -2.62764, -4.28390], [2.08428, 3.19235, -3.42571], [1.42997, 3.77533, -1.87437], [0.46153, 2.72015, -2.90768]], "e_homo_ha": -0.34052, "smiles": "Cc1cc(C)nc(CCNC(=O)c2cc(COc3c(C)cccc3C)on2)n1", "orbital_gap_ev": 9.93, "charge": 0, "lumo_ha": 0.024}


Calculated energy, -182371.0244 -34269.1847 eV (same order as the records).
Calculated molecular weight, 923.01 380.45 g mol⁻¹ (same order as the records).
Calculated relative energy (zero: lowest compared OMol25 entry of this formula, charge and spin), 9.37 247.17 kJ/mol (same order as the records).